Entry 1:
Here is a molecular structure, C31H40N10O3PSTeTi from the OMol25 dataset. Energies are from the ωB97M-V functional and the def2-TZVPD basis.

CARTESIAN COORDINATES (ANGSTROEM)
Ti  0.9989  -0.5886  0.0541
C  2.8752  -0.3113  4.0358
C  3.4035  -1.6043  4.1995
C  3.3159  -2.5008  3.1668
C  2.7060  -2.1110  1.9588
N  2.1443  -0.8871  1.8389
C  2.2515  -0.0101  2.8547
C  2.7022  -2.9061  0.7580
C  3.1823  -4.2269  0.7052
C  3.2648  -4.8784  -0.4950
C  2.8616  -4.1977  -1.6589
C  2.3488  -2.9387  -1.5413
N  2.2306  -2.2828  -0.3596
H  2.9342  0.4257  4.8239
H  3.8817  -1.8900  5.1269
H  3.7366  -3.4902  3.2690
H  1.7643  0.9432  2.6911
H  3.4919  -4.7209  1.6148
H  3.6364  -5.8927  -0.5497
H  2.9343  -4.6557  -2.6354
H  1.9913  -2.3952  -2.4037
N  -1.3203  2.8443  -1.9772
C  -2.3109  1.9279  -2.3587
C  -3.1159  2.1829  -3.4753
C  -4.0132  1.2098  -3.8675
C  -4.1124  0.0324  -3.1335
C  -3.2897  -0.1155  -2.0313
N  -2.3962  0.7979  -1.6523
C  -1.0287  3.1985  -0.6517
C  -1.9508  2.9982  0.3766
C  -1.6160  3.4073  1.6475
C  -0.3841  4.0129  1.8660
C  0.4513  4.1726  0.7807
N  0.1588  3.7701  -0.4587
H  -1.0651  3.5386  -2.6575
H  -3.0403  3.1242  -4.0046
H  -4.6456  1.3721  -4.7309
H  -4.8112  -0.7473  -3.4047
H  -3.3135  -1.0214  -1.4328
H  -2.8965  2.5186  0.1777
H  -2.3093  3.2572  2.4654
H  -0.0853  4.3603  2.8455
H  1.4172  4.6549  0.9107
C  -4.8731  -0.7622  1.4072
C  -3.8345  -0.3276  2.4104
O  -2.7315  0.3071  1.7171
P  -1.2774  -0.3126  1.8503
O  -0.3570  0.5673  0.9983
Te  -1.0696  -2.5302  1.1445
O  -0.8233  -0.0585  3.3551
C  -0.8134  -1.0183  4.4317
C  -1.5887  -0.4626  5.5994
H  -5.7453  -1.1654  1.9251
H  -4.4709  -1.5370  0.7544
H  -5.1945  0.0818  0.7960
H  -3.4706  -1.1800  2.9930
H  -4.2205  0.4157  3.1083
H  0.2348  -1.1833  4.6807
H  -1.2211  -1.9635  4.0689
H  -1.1645  0.4841  5.9343
H  -1.5571  -1.1661  6.4332
H  -2.6347  -0.2965  5.3362
C  4.5815  3.4683  0.6121
N  3.5745  3.1730  -0.4093
C  3.2560  4.1844  -1.4162
C  2.9595  2.0266  -0.3894
N  2.4269  0.9968  -0.4076
H  5.5377  3.6886  0.1381
H  4.6947  2.6050  1.2626
H  4.2601  4.3275  1.2029
H  4.0960  4.3087  -2.1001
H  3.0501  5.1324  -0.9190
H  2.3537  3.8901  -1.9456
C  -1.0523  -3.9700  -4.8361
C  -1.8054  -2.9608  -3.9746
C  -0.9393  -1.8345  -3.5183
N  -0.5350  -1.7048  -2.3091
N  0.2802  -0.6057  -2.1189
C  0.4557  0.0801  -3.2180
N  1.1779  1.2235  -3.2893
S  -0.3779  -0.5677  -4.5794
H  -1.7122  -4.7851  -5.1317
H  -0.2127  -4.3962  -4.2849
H  -0.6609  -3.5130  -5.7469
H  -2.1827  -3.4276  -3.0637
H  -2.6690  -2.5593  -4.5112
H  1.7505  1.4323  -2.4943
H  1.5269  1.5184  -4.1833

The calculation puts the relative energy (zero: lowest compared OMol25 entry of this formula, charge and spin) at 0.414 eV. The calculation puts the orbital gap (alpha / beta) at 5.47 / 7.14 eV. Its spin multiplicity is 3. As for the charge: +1. As for the molar mass: 839.24 g/mol. For the total energy, the calculation gives -3835.6354 Eh.


Entry 2:
Here is a molecular structure, C31H40N2O5ReSb2Se2 from the OMol25 dataset. Energies are from the ωB97M-V functional and the def2-TZVPD basis.

CARTESIAN COORDINATES (ANGSTROEM)
Re  -0.1054  -0.6104  -0.6410
O  -0.1548  2.6017  -5.0274
C  -1.4669  2.4490  -4.8037
C  -2.3539  3.0803  -5.6769
C  -3.7161  2.9578  -5.5099
C  -4.2261  2.2231  -4.4474
C  -3.3637  1.6079  -3.5666
C  -1.9814  1.6980  -3.7323
C  -1.0975  0.9972  -2.7978
O  -1.5733  0.5588  -1.6922
N  0.1700  0.8676  -3.1291
N  0.8889  0.1139  -2.2642
C  2.1483  -0.0501  -2.5619
C  3.0572  -0.9199  -1.9080
C  4.3211  -1.1043  -2.5072
C  5.2154  -2.0263  -2.0310
C  4.8522  -2.8370  -0.9500
C  3.6495  -2.6563  -0.3155
C  2.7467  -1.6452  -0.7112
O  1.7292  -1.3931  0.0583
H  0.3350  2.0138  -4.4041
H  -1.9363  3.6577  -6.4867
H  -4.3880  3.4370  -6.2070
H  -5.2943  2.1380  -4.3079
H  -3.7415  1.0249  -2.7384
H  2.5055  0.4750  -3.4464
H  4.5617  -0.5003  -3.3721
H  6.1856  -2.1399  -2.4920
H  5.5216  -3.6138  -0.6044
H  3.3715  -3.2702  0.5259
O  -2.9537  -1.6748  -1.0398
C  -3.5372  -2.8807  -0.6278
C  -2.4513  -3.7747  -0.0177
C  -3.1344  -5.1237  0.3389
O  -2.2665  -6.0753  0.8869
C  -1.8809  -3.1949  1.2774
Se  -1.3998  -1.2789  1.2968
C  -1.3419  -4.0751  -1.0268
Se  -0.5056  -2.5924  -2.0465
H  -3.6100  -1.0842  -1.4242
H  -3.9864  -3.4058  -1.4822
H  -4.3117  -2.6914  0.1261
H  -3.6323  -5.5157  -0.5613
H  -3.8925  -4.9459  1.1069
H  -1.6288  -6.3526  0.2192
H  -0.9819  -3.7465  1.5584
H  -2.6058  -3.3047  2.0869
H  -1.7220  -4.7478  -1.8009
H  -0.5087  -4.5605  -0.5134
C  4.1755  1.8021  3.3178
Sb  2.9795  0.6281  1.9336
C  3.9140  -1.2138  2.6077
C  1.3410  0.3180  3.3505
C  0.4606  1.3750  3.9424
C  -0.1816  1.0213  5.1275
C  -1.1715  1.8031  5.6882
C  -1.5110  3.0058  5.0947
C  -0.8425  3.4005  3.9548
C  0.1305  2.6019  3.3586
C  0.7285  3.0706  2.0958
Sb  0.0585  1.8728  0.4303
C  -1.9472  2.6636  0.5397
C  0.9161  3.2418  -1.0080
H  4.1143  1.3735  4.3115
H  3.8585  2.8379  3.3574
H  5.2053  1.7624  2.9826
H  4.2208  -1.0826  3.6400
H  4.7863  -1.4355  1.9997
H  3.2057  -2.0323  2.5416
H  1.7887  -0.2537  4.1674
H  0.6834  -0.3789  2.8136
H  0.0742  0.0824  5.5961
H  -1.6814  1.4694  6.5782
H  -2.2960  3.6221  5.5060
H  -1.0826  4.3496  3.4960
H  1.8145  3.0733  2.0970
H  0.3884  4.0746  1.8591
H  -1.8894  3.7396  0.6992
H  -2.4420  2.1909  1.3916
H  -2.5049  2.4504  -0.3689
H  0.8893  4.2309  -0.5613
H  0.3551  3.2522  -1.9392
H  1.9526  2.9738  -1.2100

The calculation puts the orbital gap (alpha / beta) at 5.54 / 6.37 eV. Its spin multiplicity is 2. As for the molar mass: 1108.32 g/mol. For the total energy, the calculation gives -7052.5741 Eh.


Entry 3:
Here is a molecular structure, C31H40N4O12SV from the OMol25 dataset. Energies are from the ωB97M-V functional and the def2-TZVPD basis.

CARTESIAN COORDINATES (ANGSTROEM)
V  -0.3451  -2.1475  0.7230
C  -3.6336  4.3442  -2.3106
N  -2.8968  3.1243  -2.6464
C  -2.5254  3.0321  -4.0309
C  -2.4677  2.3794  -1.5770
O  -2.2244  2.7657  -0.4400
C  -2.3459  0.8852  -1.8944
O  -2.9237  0.1285  -0.8144
C  -3.6483  -0.9879  -1.1908
C  -3.0753  -2.2002  -0.4542
O  -2.3248  -2.0974  0.6007
N  -3.5355  -3.4257  -0.7826
C  -3.3860  -4.5721  0.1546
C  -4.6414  -3.6846  -1.6919
H  -2.9294  5.1207  -1.9238
H  -4.3369  4.2051  -1.4582
H  -4.2130  4.7172  -3.1242
H  -2.0282  2.0949  -4.2618
H  -1.8167  3.7991  -4.4125
H  -3.4605  3.0817  -4.6010
H  -1.2571  0.5088  -1.9781
H  -2.7906  0.5922  -2.8511
H  -3.5719  -1.2444  -2.3150
H  -4.7452  -0.8948  -0.9490
H  -2.4803  -4.3681  0.7664
H  -3.1896  -5.3718  -0.5303
H  -4.2675  -4.9007  0.7443
H  -4.4949  -3.2129  -2.6520
H  -5.5667  -3.1902  -1.2821
H  -4.8859  -4.7344  -1.8694
C  5.9525  -0.3324  -1.8321
C  5.5860  0.1881  -0.3932
C  5.6151  1.7205  -0.3440
C  6.7308  -0.4081  0.4325
C  4.2820  -0.4637  0.0346
C  4.1445  -1.8232  0.4280
C  2.8993  -2.3463  0.7381
N  1.7316  -1.6246  0.7043
C  1.9451  -0.2782  0.6307
C  3.1128  0.3243  0.1932
C  0.7878  0.4869  1.1458
C  0.7627  1.7863  1.5009
C  -0.3237  2.2775  2.2306
C  -1.4586  1.4167  2.4393
C  -1.2989  0.0633  2.1715
N  -0.2525  -0.3243  1.4519
C  -0.4811  3.6058  2.9370
C  0.4843  3.5319  4.1529
C  -1.9013  3.8048  3.4671
C  0.0000  4.7218  1.9990
H  6.9482  -0.0642  -2.1000
H  5.3321  0.0182  -2.6576
H  6.0471  -1.4290  -1.8572
H  6.5470  2.0014  -0.7798
H  5.6340  2.0941  0.6703
H  4.7830  2.2341  -0.9020
H  7.6495  0.0746  0.2294
H  6.8060  -1.4787  0.2061
H  6.5900  -0.1880  1.5230
H  4.9803  -2.5306  0.3157
H  2.8124  -3.4009  0.8278
H  3.1275  1.3338  -0.0822
H  1.5241  2.4465  1.1132
H  -2.4137  1.7398  2.8768
H  -2.0567  -0.6807  2.4476
H  0.3296  2.5598  4.6631
H  0.3170  4.4255  4.8025
H  1.5314  3.6084  3.6841
H  -2.1412  3.0267  4.2092
H  -2.6143  3.7546  2.6526
H  -1.9884  4.7749  3.9518
H  1.0969  4.6706  1.8211
H  -0.3381  5.7043  2.3019
H  -0.5584  4.5517  1.0658
O  0.1161  -5.1299  -4.5754
C  -0.3913  -4.5823  -3.6012
C  -0.3039  -5.1344  -2.1349
O  -0.3177  -6.3039  -1.7898
C  -0.1390  -3.9606  -1.2959
C  -0.4267  -2.7859  -1.9770
O  -0.3716  -1.6289  -1.4244
C  -0.6650  -3.0386  -3.4307
O  -0.8019  -2.2615  -4.3482
O  0.1774  -3.9146  -0.0202
O  0.5800  -3.3078  4.6348
S  0.2514  -2.0902  3.9172
O  1.3610  -1.4158  3.3705
O  -0.5528  -2.6033  2.3312
O  -0.7713  -1.1630  4.3255

The calculation puts the relative energy (zero: lowest compared OMol25 entry of this formula, charge and spin) at 0.000 eV. The calculation puts the orbital gap (alpha / beta) at 6.32 / 6.68 eV. Its spin multiplicity is 2. As for the molar mass: 743.69 g/mol. For the total energy, the calculation gives -3669.3413 Eh.


Question: Look up the spin multiplicity of the first one.
Answer: 3


Question: The highest molar mass belongs to which entry?
Answer: C31H40N2O5ReSb2Se2


Question: Which value of spin multiplicity does entry 1 give?
Answer: 3